Here is a structure of composition C7H20AgF2NO11S2 from OMol25. Energies are from the ωB97M-V functional and the def2-TZVPD basis.

Properties
Orbital gap (alpha / beta): 3.131 / 3.117 eV
Strongest force on any atom: 3.71 eV Å⁻¹
Net charge: -3
Energy relative to the best compared isomer or geometry (same formula, charge and spin): 0.000 eV
E: -62689.5349 eV
Expectation value of S²: 0.76
Spin multiplicity: 2

Element x y z (Å)
Ag 0.09467 -0.32480 -0.09598
O -3.44009 -4.25863 0.55858
C -2.88707 -3.51876 1.46563
C -1.45989 -2.79364 1.11328
O -1.34160 -2.30747 -0.10169
H -2.70542 -4.07766 2.42214
H -3.53862 -2.65747 1.77579
H -0.67532 -3.55217 1.29446
H -1.34538 -1.98916 1.87128
O 0.90277 -0.42295 -2.27811
C 1.46096 0.65785 -2.91205
C 1.11757 0.94207 -4.40034
O 1.14032 -0.07244 -5.29931
H 2.58039 0.60003 -2.81147
H 1.19026 1.59896 -2.34432
H 1.84951 1.73781 -4.73685
H 0.06953 1.38228 -4.41729
N 1.73840 -0.86266 1.33959
S 2.77339 -2.08051 1.22366
O 2.43089 -3.26226 1.95696
O 4.15777 -1.69208 1.16396
F 2.49208 -2.50992 -0.25938
S 2.23448 -0.30292 2.80836
O 3.21088 0.73534 2.76100
O 2.26403 -1.18531 3.92696
F 0.89424 0.55662 3.09858
C -2.76291 0.96499 1.58473
O -1.38307 0.66689 1.78540
H -3.16934 0.30897 0.81789
H -3.33973 0.88183 2.51009
H -2.84854 1.99419 1.21626
H -1.25151 0.50415 2.72148
C 2.08013 2.53557 0.18107
O 0.76398 2.04655 0.29183
H 2.15050 3.51424 -0.31239
H 2.56815 2.61698 1.16203
H 2.69727 1.82969 -0.37100
H 0.24404 2.62847 0.85118
C -1.78797 1.87795 -1.96348
O -1.73975 0.63268 -1.30239
H -1.43263 2.65477 -1.28357
H -1.17485 1.87277 -2.86814
H -2.82583 2.17259 -2.20648
H -1.99670 -0.04344 -1.93795

Cartesian forces (eV/Å) of the 6 atoms listed first:
Ag 0.3 -0.6 -1.4
O 0.2 -0.4 -0.3
C -2.0 -0.5 0.6
C 1.9 0.8 -0.6
O -0.7 0.1 0.1
H 0.6 0.2 0.1

Atom charges from the natural (NBO) analysis, given in e for atoms 1 to 8: 0.92, -0.74, 0.00, -0.07, -0.61, 0.08, 0.08, 0.15

---

Here is an isolated molecule of C5H10O from OMol25. Energies are from the ωB97M-V functional and the def2-TZVPD basis.

Properties
Orbital gap: 9.929 eV
Strongest force on any atom: 1.24 eV Å⁻¹
Net charge: 0
Energy relative to the best compared isomer or geometry (same formula, charge and spin): 1.459 eV
E: -7393.3066 eV

Element x y z (Å)
C -2.38193 -0.16908 0.35465
C -1.00753 -0.52028 -0.10337
O 0.66915 1.46097 -0.89497
C 0.05461 -0.49447 0.68678
C 1.43908 -0.65193 0.16060
C 1.79678 0.77424 -0.28361
H -2.35933 0.44601 1.26022
H -2.90829 -1.10159 0.58376
H -2.96017 0.35989 -0.40849
H -0.92934 -1.01920 -1.07053
H 0.34589 1.14864 -1.76383
H -0.04743 -0.01919 1.66230
H 2.12715 -1.05092 0.91704
H 1.49087 -1.31377 -0.71375
H 2.62793 0.76272 -0.98874
H 2.04257 1.38795 0.60194

Cartesian forces (eV/Å) of the 6 atoms listed first:
C -0.2 0.0 0.1
C -0.2 -1.1 0.5
O 0.7 0.5 -0.1
C -0.3 0.0 0.0
C -0.3 0.0 -0.1
C -0.5 0.6 -0.6

Atom charges from the natural (NBO) analysis, given in e for atoms 1 to 8: -0.64, -0.16, -0.74, -0.19, -0.47, -0.06, 0.21, 0.22

---

Here is a structure of composition C38H42BCl5N2O2PSiTa from OMol25. Energies are from the ωB97M-V functional and the def2-TZVPD basis.

Properties
Orbital gap: 5.556 eV
Strongest force on any atom: 2.84 eV Å⁻¹
Net charge: +2
Energy relative to the best compared isomer or geometry (same formula, charge and spin): 2.672 eV
E: -129155.7101 eV

Element x y z (Å)
Ta 0.04615 -1.16398 1.90023
Cl -0.86103 -0.64571 4.51799
C 0.84526 -0.31344 4.63609
C 1.44621 -0.43233 3.40460
C 2.81785 -0.34642 3.31557
Cl 3.41029 -0.71032 1.73917
C 3.59149 -0.08557 4.43855
Cl 5.28725 0.00703 4.31026
C 2.94619 0.06567 5.68142
Cl 3.87451 0.37560 7.07478
C 1.55196 -0.07669 5.79879
Cl 0.76050 0.00650 7.30893
C 0.82064 5.42364 3.62687
C 0.90807 4.19251 4.25406
C 0.57338 3.03193 3.56790
C 0.13796 3.11022 2.25124
C 0.04411 4.35254 1.62140
C 0.38542 5.50249 2.30787
P -0.31334 1.64531 1.25508
C -2.04651 2.01207 0.79839
C -2.83971 2.72099 1.70169
C -4.13984 3.06716 1.36521
C -4.66938 2.69297 0.13827
C -3.90658 1.93480 -0.73890
C -2.60712 1.57857 -0.40601
C 0.74877 1.98579 -0.20088
C 0.33437 2.39418 -1.46217
C 1.28198 2.62211 -2.45216
C 2.63281 2.46280 -2.19072
C 3.05150 2.11046 -0.91418
C 2.11222 1.86361 0.07069
H 1.09485 6.32537 4.15717
H 1.23338 4.13167 5.28423
H 0.65974 2.07130 4.06131
H -0.29184 4.41585 0.59401
H 0.31044 6.46120 1.81280
H -2.44133 3.01315 2.66483
H -4.73478 3.64275 2.06159
H -5.67974 2.97561 -0.12462
H -4.31297 1.63279 -1.69559
H -2.03215 0.96990 -1.09102
H -0.70939 2.56910 -1.68243
H 0.95840 2.94530 -3.43321
H 3.36061 2.64030 -2.97094
H 4.10556 2.04378 -0.67845
H 2.42968 1.61585 1.07571
C 0.80327 0.56941 -6.75867
C -0.37139 0.02321 -5.93061
C -1.08086 -1.07391 -6.74059
C -1.35615 1.16888 -5.66968
C 0.13917 -0.57384 -4.62068
C 1.31567 -1.34308 -4.61184
C 1.89235 -1.84420 -3.45599
C 1.24310 -1.56389 -2.27337
O 1.58619 -1.87691 -0.97533
B 0.59628 -1.37376 -0.19033
O -0.38257 -0.74458 -0.95747
C 0.04416 -0.86384 -2.26993
C -0.53086 -0.36312 -3.41726
H 0.41913 1.11946 -7.61739
H 1.43282 -0.23109 -7.14452
H 1.42528 1.24364 -6.16667
H -1.38210 -0.67451 -7.70983
H -1.97251 -1.42960 -6.22175
H -0.42205 -1.92591 -6.91224
H -1.60437 1.66444 -6.60709
H -0.91981 1.90983 -4.99567
H -2.28827 0.80071 -5.23769
H 1.81030 -1.55375 -5.54902
H 2.81222 -2.41201 -3.47569
H -1.46092 0.18460 -3.36259
N -2.41709 -2.36127 1.46623
N -2.59179 -0.93837 1.56891
H -3.04508 -2.79153 0.79091
H -2.63577 -2.78614 2.36281
H -3.46452 -0.68262 2.02630
H -2.63386 -0.55928 0.62457
C 1.43685 -6.07141 2.10880
Si 0.14836 -4.71579 1.94791
C -1.35829 -4.95737 3.07904
C -0.31311 -4.57904 0.11882
C 0.97943 -3.08367 2.56032
H 1.01364 -7.04794 1.86593
H 1.85069 -6.13269 3.11641
H 2.26401 -5.89214 1.41966
H -1.13276 -5.71833 3.82810
H -2.23907 -5.30437 2.53455
H -1.62185 -4.05135 3.63175
H -0.89809 -5.45284 -0.17766
H 0.59346 -4.58649 -0.48986
H -0.88736 -3.68902 -0.14196
H 2.02019 -3.13374 2.21974
H 1.00812 -3.13926 3.65513

Cartesian forces (eV/Å) of the 6 atoms listed first:
Ta -1.1 -1.1 2.4
Cl -0.7 0.1 0.5
C 0.4 -0.1 -0.4
C -0.5 -0.2 -0.5
C -0.4 -0.1 -0.1
Cl 0.5 0.0 0.0

Atom charges from the Löwdin analysis, given in e for atoms 1 to 8: 1.71, 0.73, -0.73, -0.47, -0.68, 0.82, -0.68, 0.77